No. 1
Here is a structure of composition C53H44Cl3N2OP2SSiY from OMol25. Energies are from ωB97M-V/def2-TZVPD.

Structure (XYZ):
```
108
Properties=species:S:1:pos:R:3:forces:R:3:mulliken_charge:R:1
Y -0.3354 -0.0306 0.3269 -0.25 -0.05 0.09 0.11
C 3.5879 0.4394 -1.1889 -0.06 0.00 0.08 -1.39
Si 1.8161 -0.1205 -1.4969 0.27 -0.11 -0.12 1.87
C 1.9396 -1.9171 -2.1445 -0.02 -0.02 0.05 0.38
C 3.1348 -2.4766 -2.5956 -0.02 -0.05 0.01 -0.58
C 3.1711 -3.7527 -3.1425 -0.01 0.02 0.02 -0.73
C 2.0133 -4.5111 -3.2564 -0.05 0.04 0.03 -0.82
C 0.8119 -3.9920 -2.8028 0.01 0.00 -0.01 -0.48
C 0.7893 -2.7168 -2.2416 -0.04 -0.06 0.03 -0.34
P -0.7159 -1.9855 -1.6013 0.02 0.33 -0.23 1.96
C -1.1448 -2.6994 0.0085 -0.04 -0.04 -0.13 -0.28
C -0.3629 -3.6211 0.7074 0.07 0.04 -0.04 -0.81
C -0.7422 -4.0170 1.9830 -0.08 0.02 0.04 -0.58
C -1.8840 -3.4912 2.5799 0.06 -0.03 -0.05 -0.86
C -2.6389 -2.5321 1.9190 0.03 0.01 -0.07 -0.61
C -2.2593 -2.1189 0.6450 -0.13 -0.04 0.07 -0.22
C -2.1214 -2.2074 -2.7031 0.08 0.00 0.00 0.24
C -3.1339 -3.1396 -2.4994 -0.01 -0.05 -0.02 -0.30
C -4.1775 -3.2259 -3.4095 0.01 0.00 0.01 -0.67
C -4.2041 -2.3954 -4.5209 0.04 0.01 0.03 -0.66
C -3.1889 -1.4704 -4.7295 0.02 -0.01 0.04 -0.60
C -2.1509 -1.3663 -3.8184 -0.03 -0.05 -0.03 -0.40
C 1.2301 0.8488 -3.0387 0.01 0.00 -0.06 0.55
C 1.8810 0.6372 -4.2572 -0.06 0.05 0.06 -0.72
C 1.5127 1.3239 -5.4043 0.06 -0.07 0.01 -0.89
C 0.4768 2.2443 -5.3683 -0.06 0.05 0.01 -0.85
C -0.1922 2.4784 -4.1796 -0.04 0.01 0.07 -0.91
C 0.1872 1.7882 -3.0286 0.04 -0.02 -0.02 0.40
P -0.7043 2.0388 -1.4857 -0.21 -0.15 0.16 1.15
C 0.1745 3.2639 -0.4678 -0.05 0.04 -0.11 0.74
C -0.4348 3.7467 0.6963 0.02 0.02 0.01 -0.49
C 0.2437 4.6357 1.5197 0.03 -0.04 -0.04 -0.30
C 1.5446 5.0125 1.2053 -0.06 -0.02 -0.05 -0.16
C 2.1575 4.5235 0.0600 -0.03 -0.01 0.02 -1.35
C 1.4734 3.6589 -0.7817 0.01 0.00 0.03 -0.83
C -2.3426 2.6922 -1.8599 0.02 0.09 -0.01 0.25
C -2.6375 4.0540 -1.8724 0.01 -0.05 -0.03 -0.13
C -3.9161 4.4788 -2.2011 0.01 -0.04 0.00 -0.75
C -4.8968 3.5506 -2.5240 0.04 -0.01 0.01 -0.65
C -4.6050 2.1931 -2.5204 0.03 0.02 0.01 -0.78
C -3.3319 1.7626 -2.1831 -0.02 0.04 0.02 -0.32
H 4.1760 0.4311 -2.1070 0.03 0.00 -0.06 0.42
H 4.0873 -0.2003 -0.4602 0.02 -0.04 0.03 0.41
H 3.6092 1.4559 -0.7974 0.01 0.09 0.02 0.33
H 4.0545 -1.9117 -2.5297 0.06 0.04 0.00 0.42
H 4.1101 -4.1576 -3.4907 0.06 -0.03 -0.03 0.45
H 2.0494 -5.4989 -3.6917 0.00 -0.05 -0.02 0.45
H -0.1016 -4.5690 -2.8886 0.00 -0.02 0.00 0.52
H 0.5136 -4.0491 0.2332 -0.03 0.01 0.02 0.50
H -0.1552 -4.7567 2.5080 0.03 -0.04 0.03 0.47
H -2.1830 -3.8301 3.5611 -0.02 -0.01 0.06 0.42
H -3.5271 -2.1214 2.3778 -0.04 0.02 0.04 0.55
H -2.9098 -1.4388 0.0860 0.07 -0.02 0.03 0.56
H -3.1109 -3.8029 -1.6434 0.00 0.00 0.01 0.45
H -4.9634 -3.9508 -3.2551 -0.04 -0.03 0.00 0.46
H -5.0152 -2.4722 -5.2299 -0.05 -0.01 -0.04 0.44
H -3.2065 -0.8297 -5.5990 -0.01 0.04 -0.05 0.49
H -1.3585 -0.6406 -3.9764 0.00 0.01 0.00 0.33
H 2.6831 -0.0876 -4.3158 0.06 -0.05 -0.01 0.47
H 2.0318 1.1354 -6.3328 0.03 -0.01 -0.06 0.44
H 0.1892 2.7745 -6.2640 -0.02 0.04 -0.05 0.45
H -1.0137 3.1846 -4.1468 0.02 0.00 -0.02 0.49
H -1.4626 3.4776 0.9252 -0.01 -0.01 0.01 0.55
H -0.2407 5.0599 2.3911 -0.01 0.02 0.04 0.14
H 2.0626 5.7126 1.8422 0.04 0.03 0.05 0.40
H 3.1612 4.8337 -0.1930 0.05 0.02 -0.01 0.46
H 1.9393 3.3090 -1.6935 0.02 -0.04 -0.03 0.71
H -1.8703 4.7791 -1.6347 0.02 0.04 0.02 0.50
H -4.1451 5.5344 -2.2137 -0.01 0.05 0.00 0.45
H -5.8905 3.8861 -2.7819 -0.05 0.02 -0.01 0.42
H -5.3674 1.4730 -2.7782 -0.05 -0.05 -0.02 0.48
H -3.1010 0.7014 -2.1964 0.00 0.00 0.01 0.20
Cl -5.1729 0.8809 5.5710 0.00 0.00 0.00 -0.20
C -3.5954 1.5864 5.5652 0.08 -0.01 0.06 0.24
C -3.1801 2.3356 4.4764 0.08 0.03 0.04 -1.15
C -1.9089 2.8861 4.4953 -0.08 -0.06 0.00 0.11
C -1.0362 2.6970 5.5620 -0.01 0.15 -0.20 -0.28
C 0.3462 3.2896 5.4800 0.07 0.18 -0.01 1.08
C 1.4486 2.2176 5.3359 0.06 0.07 0.07 -1.52
N 1.0018 1.1823 4.4074 0.11 -0.01 0.06 0.36
C 0.4114 -0.0023 4.7759 0.02 0.06 -0.01 -0.77
C -0.0779 -0.5551 3.6428 0.03 -0.03 -0.05 -0.33
N 0.1968 0.2820 2.5750 0.17 0.07 0.14 0.22
C 0.8512 1.3209 3.0916 -0.05 0.00 -0.04 -0.73
O 0.6066 4.1008 6.6006 0.00 -0.05 -0.14 -0.24
C 1.3655 5.2762 6.3401 0.03 0.01 -0.09 -0.81
C 0.7290 6.2092 5.3458 0.07 -0.01 0.00 0.24
C -0.5856 6.5733 5.2913 0.00 0.13 0.02 0.73
Cl -1.8451 6.1426 6.3686 0.02 -0.10 -0.02 -0.14
S -0.9116 7.6854 4.0226 -0.03 -0.05 0.00 -0.19
C 0.7282 7.6834 3.5411 -0.04 0.00 0.12 -0.43
C 1.4802 6.8715 4.3287 -0.10 -0.07 -0.02 -0.75
C -1.4898 1.9512 6.6365 -0.11 -0.09 0.30 0.86
Cl -0.4734 1.6799 8.0153 -0.05 -0.13 0.03 -0.15
C -2.7615 1.4008 6.6567 -0.06 -0.02 -0.07 -0.82
H -3.8527 2.5063 3.6495 -0.04 0.02 -0.05 0.56
H -1.5892 3.5032 3.6652 0.03 0.04 -0.06 0.46
H 0.3628 3.8886 4.5586 0.01 0.05 0.08 -0.47
H 1.6639 1.7503 6.2962 -0.05 0.05 -0.10 0.28
H 2.3616 2.6731 4.9527 0.02 -0.07 0.02 0.39
H 0.3973 -0.3277 5.7978 -0.02 -0.05 0.14 0.49
H -0.5925 -1.4882 3.5156 -0.04 -0.07 0.00 0.14
H 1.2042 2.1781 2.5408 0.04 0.07 -0.04 0.63
H 2.3668 5.0121 5.9768 -0.01 0.04 0.04 0.33
H 1.4871 5.7602 7.3088 -0.05 -0.04 0.02 0.34
H 1.0553 8.2985 2.7230 0.03 0.09 -0.10 0.49
H 2.5474 6.7560 4.2175 0.10 -0.03 -0.02 0.47
H -3.0946 0.8359 7.5136 -0.02 -0.04 0.04 0.52
```
Forces are in eV/Å.

## Properties
energy above the lowest of the compared OMol25 structures with the same formula, charge and spin = 67.7 kJ/mol
total charge = +2
E_HOMO = -0.4618 hartree

---

No. 2
Here is the molecule C4H4NP in a non-equilibrium geometry from OMol25. Energies are from ωB97M-V/def2-TZVPD.

Structure (XYZ):
```
10
Properties=species:S:1:pos:R:3:forces:R:3:mulliken_charge:R:1
C -2.4947 -0.8750 0.1822 0.05 -0.21 0.00 -0.88
C -1.1930 -0.4498 0.0150 0.90 0.28 -1.42 0.15
C 0.1135 -0.3155 -0.0515 2.01 -1.95 2.29 0.90
C -2.2900 0.5113 -0.3185 -0.61 2.20 -1.24 -0.42
N 1.3020 -0.4249 0.2409 -5.07 0.98 -0.90 -0.19
P 2.8241 -0.0512 -0.1963 2.33 0.61 -0.32 -0.13
H -2.5977 0.9543 -1.3691 0.73 -1.50 1.86 0.20
H -2.2144 1.3111 0.4122 -0.75 0.25 0.02 0.20
H 3.2351 -1.3644 0.1150 0.79 0.26 0.25 0.08
H 3.3151 0.7041 0.9701 -0.38 -0.93 -0.54 0.08
```
Forces are in eV/Å.

## Properties
energy above the lowest of the compared OMol25 structures with the same formula, charge and spin = 359.3 kJ/mol
E_HOMO = -0.3108 hartree

---

No. 3
Here is a structure of composition C21H11Cl5N3Pd in a non-equilibrium geometry from OMol25. Energies are from ωB97M-V/def2-TZVPD.

Structure (XYZ):
```
41
Properties=species:S:1:pos:R:3:forces:R:3:mulliken_charge:R:1
Pd 0.0362 0.0161 0.1447 -0.37 -0.90 0.49 0.18
C 0.7284 2.9044 3.5148 -0.03 -0.19 0.13 -0.79
C 1.0274 2.0348 4.5540 -0.07 0.12 -0.30 -0.50
C 0.8122 0.6797 4.3712 -0.19 -0.21 -0.22 -0.56
C 0.2991 0.2211 3.1589 0.06 0.87 0.19 0.47
N 0.0161 1.0769 2.1551 0.22 -0.16 0.25 -0.06
C 0.2289 2.3767 2.3361 -0.07 0.14 0.08 -0.23
C 0.0323 -1.1996 2.8868 -0.12 -0.73 -0.12 0.48
C -0.0564 -2.1829 3.8697 -0.04 0.09 -0.23 -0.65
C -0.3106 -3.4910 3.4867 0.04 0.22 -0.16 -0.84
C -0.4757 -3.7977 2.1449 0.02 0.25 -0.17 -0.55
C -0.3940 -2.7726 1.2019 0.04 0.05 0.85 0.23
N -0.1452 -1.5163 1.5976 0.28 -0.46 0.37 0.06
C -0.5963 -2.9587 -0.2449 -0.11 -0.12 -0.92 0.85
C -0.9207 -4.1897 -0.8164 0.13 0.32 0.26 -0.56
C -1.1306 -4.2783 -2.1821 0.06 0.33 -0.07 -0.46
C -1.0008 -3.1328 -2.9544 0.01 -0.18 0.20 -0.87
C -0.6591 -1.9465 -2.3245 -0.03 0.01 -0.17 -0.08
N -0.4709 -1.8534 -1.0124 0.01 -0.27 0.17 0.07
H 0.8756 3.9686 3.6109 0.01 0.07 -0.01 0.44
H 1.4220 2.4113 5.4856 0.05 -0.02 0.06 0.47
H 1.0493 -0.0164 5.1592 0.04 -0.07 0.06 0.30
H -0.0179 3.0285 1.5069 0.03 -0.04 -0.06 0.59
H 0.0491 -1.9318 4.9110 0.03 0.03 0.12 0.37
H -0.3875 -4.2677 4.2322 0.01 -0.05 0.04 0.45
H -0.6697 -4.8139 1.8458 -0.03 -0.07 -0.03 0.36
H -1.0076 -5.0709 -0.2028 -0.03 -0.06 0.06 0.33
H -1.3906 -5.2241 -2.6336 -0.01 -0.04 -0.02 0.46
H -1.1565 -3.1571 -4.0206 0.01 0.03 -0.09 0.40
H -0.5324 -1.0332 -2.8961 -0.01 -0.04 0.07 0.46
Cl 3.5537 0.5647 1.3698 0.18 -0.09 0.20 -0.15
C 2.7568 1.7221 0.3785 -0.31 -0.06 -0.38 0.74
C 1.5911 1.3340 -0.2559 -0.21 0.65 -0.07 -1.19
C 0.8788 2.2801 -0.9691 1.21 0.34 0.15 1.27
Cl -0.6681 1.7099 -1.5155 -0.59 0.55 -0.73 -0.13
C 1.3128 3.5893 -1.1368 -0.01 -0.04 0.08 -0.38
Cl 0.3914 4.7226 -2.0355 -0.03 -0.07 0.01 -0.16
C 2.5020 3.9620 -0.4964 -0.16 0.01 0.00 0.66
Cl 3.0204 5.5942 -0.5690 0.05 0.00 -0.10 -0.16
C 3.2270 3.0335 0.2587 -0.12 -0.17 -0.01 -0.18
Cl 4.6499 3.5177 1.0776 0.06 -0.01 0.03 -0.15
```
Forces are in eV/Å.

## Properties
spin multiplicity = 3
total charge = +1
E_HOMO (alpha / beta) = -0.4112 / -0.4198 hartree

---

No. 4
Here is a structure of composition C31H31Cl4F4N2O5Ta from OMol25. Energies are from ωB97M-V/def2-TZVPD.

Structure (XYZ):
```
78
Properties=species:S:1:pos:R:3:forces:R:3:mulliken_charge:R:1
Ta 0.1875 0.7359 -0.1028 -0.31 -0.37 -0.12 1.18
C -2.2389 0.6701 -2.5364 0.01 0.01 -0.03 -0.92
O -2.0726 0.8578 -1.1160 -0.03 0.07 0.04 0.10
C -2.7003 2.0924 -0.7215 -0.02 -0.01 -0.06 -0.70
C -2.5606 2.1965 0.7601 -0.02 -0.16 0.22 -0.65
O -1.1537 2.1271 1.1249 -0.06 0.22 -0.03 -0.36
C -0.6810 3.2310 1.9652 0.05 -0.08 0.11 -0.71
C 0.3736 4.0033 1.2365 0.02 -0.02 -0.01 -0.38
O 1.3920 3.0549 1.0013 0.31 -0.01 -0.23 -0.16
C 2.6161 3.6438 0.5392 -0.03 0.04 0.04 -1.01
H -3.2940 0.7731 -2.7859 -0.01 0.03 0.02 0.38
H -1.6551 1.4112 -3.0860 0.02 -0.01 0.01 0.20
H -1.9183 -0.3355 -2.7811 -0.01 -0.02 0.00 0.35
H -2.2132 2.9228 -1.2320 -0.01 0.02 -0.05 0.15
H -3.7583 2.0628 -0.9892 -0.01 -0.05 0.00 0.69
H -2.9848 3.1311 1.1168 0.04 0.05 -0.03 0.84
H -3.0708 1.3703 1.2556 -0.01 0.05 0.05 0.16
H -1.5322 3.8411 2.2517 -0.02 0.03 -0.05 0.58
H -0.2514 2.7847 2.8620 -0.03 -0.04 0.01 0.28
H 0.0028 4.4223 0.2960 -0.01 0.03 -0.01 0.03
H 0.7375 4.8163 1.8722 -0.01 0.00 0.02 0.70
H 3.0386 4.2750 1.3222 0.00 0.00 0.01 0.37
H 3.3085 2.8354 0.3160 -0.02 -0.01 0.00 0.28
H 2.4475 4.2404 -0.3593 -0.01 0.00 -0.01 0.40
Cl 2.3853 5.2795 -4.6847 0.00 -0.02 0.02 -0.15
C 2.2333 3.8871 -3.7038 -0.03 0.08 -0.02 0.57
C 3.2030 2.8753 -3.7608 0.07 -0.05 -0.02 0.56
Cl 4.5434 3.0255 -4.8127 -0.03 0.00 0.01 -0.15
C 3.0855 1.7355 -2.9616 0.05 0.05 0.05 -0.01
Cl 4.2307 0.4649 -2.9847 0.03 -0.04 0.01 -0.16
C 2.0025 1.6544 -2.1071 -0.01 -0.08 -0.06 -0.65
O 1.7157 0.6198 -1.2736 0.15 0.21 0.20 -0.30
C 1.0332 2.6381 -2.0643 0.07 0.00 -0.04 -0.04
O 0.0275 2.3458 -1.2172 -0.03 0.10 -0.23 0.07
C 1.1330 3.7691 -2.8520 -0.03 -0.02 -0.01 0.36
Cl -0.0934 4.9654 -2.7415 -0.03 0.02 0.00 -0.16
C 0.3088 -5.0676 -3.1464 -0.01 -0.01 0.01 -1.56
C 0.2380 -3.7581 -2.4339 0.00 0.02 0.02 0.80
C 0.3361 -2.5398 -3.1077 0.00 0.01 -0.01 -1.04
C 0.2674 -1.3592 -2.4097 0.02 0.04 -0.15 -0.89
N 0.0731 -1.2948 -1.0764 -0.05 0.01 0.08 0.83
C 0.0146 -2.4706 -0.4159 -0.05 -0.12 -0.04 -0.28
C 0.0857 -3.6882 -1.0496 -0.02 0.00 -0.01 -1.07
H 0.5924 -4.9473 -4.1889 0.00 0.00 0.00 0.40
H -0.6649 -5.5610 -3.1088 0.00 0.00 0.00 0.33
H 1.0220 -5.7319 -2.6575 0.00 0.00 0.00 0.39
H 0.4862 -2.5060 -4.1783 0.00 -0.01 0.00 0.46
H 0.3873 -0.4186 -2.9292 -0.01 -0.03 -0.03 0.74
H -0.0550 -2.4345 0.6595 -0.02 0.02 0.03 0.52
H 0.0467 -4.5865 -0.4470 0.00 0.00 -0.02 0.56
F -3.5011 -3.3007 4.6422 0.07 -0.06 0.05 -0.23
C -4.1623 -2.3985 3.9152 0.03 0.02 0.00 0.63
F -5.1399 -3.0176 3.2604 -0.08 -0.02 -0.05 -0.27
F -4.7007 -1.5054 4.7469 -0.03 0.06 0.02 -0.24
C -3.2041 -1.7137 2.9588 0.00 0.02 0.08 0.25
C -2.1856 -0.9206 3.4651 0.01 0.01 -0.01 -1.37
C -1.3057 -0.3345 2.5805 -0.32 -0.18 -0.13 -0.87
N -1.3804 -0.5005 1.2469 0.10 0.12 0.31 1.01
C -2.3870 -1.2504 0.7798 0.02 -0.08 -0.26 -0.41
C -3.3145 -1.8728 1.5918 0.00 -0.02 -0.07 -1.18
H -2.0705 -0.7651 4.5295 -0.01 0.01 -0.01 0.58
H -0.5180 0.2918 2.9436 0.20 0.20 0.09 0.92
H -2.4508 -1.3560 -0.2934 -0.01 -0.02 0.05 0.46
H -4.1030 -2.4690 1.1557 0.00 0.00 0.00 0.59
F 2.5984 -5.0676 2.1043 0.00 -0.03 0.00 -0.35
C 2.3753 -3.7565 1.9866 0.02 0.02 -0.01 0.27
C 1.6315 -3.1124 2.9581 -0.03 0.01 0.04 -0.92
C 1.3955 -1.7523 2.8220 0.00 -0.01 -0.03 0.15
C 1.8727 -1.0403 1.7196 0.11 0.04 -0.11 -0.53
C 1.6255 0.4310 1.5080 0.01 0.01 0.14 -1.32
C 2.6546 -1.7239 0.7826 0.09 -0.03 0.08 -0.25
C 2.9148 -3.0776 0.9102 0.03 0.00 -0.03 -0.70
H 1.2785 -3.6689 3.8166 0.01 0.02 -0.01 0.52
H 0.8660 -1.2413 3.6154 0.05 -0.03 0.00 0.57
H 2.5543 0.8684 1.1411 -0.09 0.13 0.00 0.90
H 1.3907 0.9852 2.4161 -0.07 -0.16 0.14 0.86
H 3.0755 -1.1835 -0.0572 0.00 0.01 -0.01 0.45
H 3.5335 -3.6077 0.1982 -0.01 0.00 0.00 0.54
```
Forces are in eV/Å.

## Properties
energy above the lowest of the compared OMol25 structures with the same formula, charge and spin = 0.0 kJ/mol
total charge = +2
E_HOMO = -0.4971 hartree

---

no.,DFT total energy (eV)
1,-136593.2121
2,-14984.8433
3,-92511.6329
4,-108367.2241